A single C20H25ClN2O4 molecule in a non-equilibrium geometry, computed with the ωB97M-V functional and the def2-TZVPD basis.

As for the total energy: -44837.323 eV. The HOMO energy comes out at -8.65 eV. The calculation puts the energy relative to the best compared isomer or geometry (same formula, charge and spin) at 0.0 kJ/mol.

Bonds (Å) are listed after each position.
Positions of all 52 atoms, in Å:
1 C -0.40958 3.21128 -0.57366  C2 1.527, H28 1.087, H29 1.087, H30 1.087
2 C -0.20216 1.94407 0.25209  C1 1.527, N3 1.449, H31 1.094, H32 1.093
3 N -1.41621 1.52741 0.92551  C2 1.449, C4 1.448, C10 1.346
4 C -1.67073 2.07179 2.24299  N3 1.448, C5 1.544, H33 1.092, H34 1.092
5 C -0.97568 1.26519 3.36160  C4 1.544, C6 1.532, O9 1.420, H35 1.099
6 C -1.80713 0.06229 3.81919  C5 1.532, C7 1.527, H36 1.091, H37 1.086
7 C -2.62259 0.65914 4.96390  C6 1.527, C8 1.528, H38 1.090, H39 1.087
8 C -1.63161 1.65561 5.56298  C7 1.528, O9 1.420, H40 1.099, H41 1.093
9 O -0.80066 2.09641 4.49949  C5 1.420, C8 1.420
10 C -2.33314 0.71583 0.36678  N3 1.346, O11 1.218, C12 1.493
11 O -3.34081 0.33658 0.93519  C10 1.218
12 C -2.03527 0.25452 -1.02205  C10 1.493, C13 1.419, N27 1.307
13 C -1.66380 -1.05788 -1.41327  C12 1.419, C14 1.366, H42 1.069
14 C -1.57348 -0.97370 -2.77348  C13 1.366, C15 1.495, O26 1.342
15 C -1.14212 -1.96208 -3.80885  C14 1.495, O16 1.407, H43 1.099, H44 1.095
16 O -0.15087 -2.83857 -3.33077  C15 1.407, C17 1.369
17 C 1.02651 -2.31315 -2.87018  O16 1.369, C18 1.393, C25 1.388
18 C 1.90907 -3.22962 -2.30391  C17 1.393, C19 1.383, H45 1.078
19 C 3.12710 -2.82758 -1.78596  C18 1.383, C20 1.496, C21 1.394
20 C 4.07543 -3.81557 -1.18492  C19 1.496, H46 1.089, H47 1.089, H48 1.086
21 C 3.44410 -1.47118 -1.83456  C19 1.394, Cl22 1.734, C23 1.389
22 Cl 4.95528 -0.93720 -1.17226  C21 1.734
23 C 2.58817 -0.53407 -2.39932  C21 1.389, C24 1.497, C25 1.390
24 C 2.95335 0.91678 -2.43746  C23 1.497, H49 1.089, H50 1.087, H51 1.089
25 C 1.37905 -0.97178 -2.92598  C17 1.388, C23 1.390, H52 1.078
26 O -1.87795 0.27409 -3.16197  C14 1.342, N27 1.354
27 N -2.16508 1.02326 -2.07132  C12 1.307, O26 1.354
28 H -0.76093 4.02356 0.05725  C1 1.087
29 H -1.14720 3.02801 -1.35103  C1 1.087
30 H 0.52888 3.51028 -1.03285  C1 1.087
31 H 0.14733 1.13254 -0.39242  C2 1.094
32 H 0.55817 2.11698 1.01786  C2 1.093
33 H -1.30292 3.09930 2.28378  C4 1.092
34 H -2.75036 2.07180 2.40494  C4 1.092
35 H 0.02068 0.96505 3.00949  C5 1.099
36 H -1.15392 -0.72856 4.19034  C6 1.091
37 H -2.42772 -0.32708 3.01688  C6 1.086
38 H -3.49795 1.17801 4.57370  C7 1.090
39 H -2.94754 -0.08403 5.68768  C7 1.087
40 H -1.00362 1.17312 6.32471  C8 1.099
41 H -2.11306 2.52969 6.00869  C8 1.093
42 H -1.48661 -1.90461 -0.78597  C13 1.069
43 H -0.80853 -1.42040 -4.70479  C15 1.099
44 H -1.97917 -2.61187 -4.08572  C15 1.095
45 H 1.61981 -4.26797 -2.27893  C18 1.078
46 H 5.02633 -3.79484 -1.71567  C20 1.089
47 H 4.27501 -3.56327 -0.14429  C20 1.089
48 H 3.66596 -4.82022 -1.23322  C20 1.086
49 H 3.14123 1.28483 -1.42950  C24 1.089
50 H 2.15767 1.50541 -2.88595  C24 1.087
51 H 3.86627 1.06062 -3.01392  C24 1.089
52 H 0.73304 -0.23823 -3.38088  C25 1.078